This record from the OMol25 dataset describes 11 unconnected molecules or ions with the total composition C10H40N20O14S at a distorted geometry. The level of theory is the ωB97M-V functional and the def2-TZVPD basis.

- 2S+1 = 1
- total charge = -2

Structure (XYZ):
```
85
Properties=species:S:1:pos:R:3:forces:R:3
C -28.851984 -24.661021 6.741803 -1.68 7.09 5.36
O -30.042540 -31.413017 0.232138 -1.45 -1.66 -1.80
N -25.089383 -27.461532 -0.477003 3.42 1.76 -4.01
N -33.169957 -32.442194 5.123826 1.04 -2.22 1.32
O -29.047688 -23.568105 7.279033 0.34 0.97 1.94
H -25.202808 -29.518624 2.144884 0.69 -0.83 -0.44
N -23.310818 -29.727603 4.630318 1.95 -0.10 4.99
H -27.251962 -27.989789 1.514206 0.11 0.64 0.53
O -22.683527 -29.975428 2.539961 1.67 -1.34 -0.94
N -29.227347 -25.705985 0.769116 -1.36 -1.09 -1.88
H -30.768776 -26.043015 3.568784 0.04 -0.44 0.40
H -33.284242 -29.524792 4.118866 0.45 0.20 -0.04
N -26.251657 -27.809734 6.979013 -2.50 -3.98 3.35
O -27.533205 -33.966912 4.266999 0.70 0.82 -0.77
N -25.473557 -26.465561 5.605142 1.00 2.84 -4.15
H -27.498298 -24.422833 2.948057 0.04 -0.61 0.34
N -26.534725 -27.462791 1.036765 -3.64 1.14 3.24
N -26.194252 -32.176334 4.686534 4.58 -0.72 2.65
N -28.707943 -25.777276 7.252943 1.52 -6.96 6.30
H -29.084287 -23.934423 4.988284 0.13 -0.24 0.12
C -27.157547 -32.787775 4.078571 -2.08 -2.26 1.69
H -25.054014 -26.463754 -0.324369 0.21 -0.33 -0.36
H -26.202083 -28.145550 7.930261 -0.34 -0.34 -0.29
H -28.576372 -26.594559 6.674284 -0.08 0.06 0.58
H -30.939354 -31.146010 2.453513 0.31 0.21 -0.05
H -29.380420 -25.623023 -0.225776 -0.25 0.05 0.37
C -25.715591 -28.192391 0.381961 1.10 -3.58 -0.07
H -30.232455 -32.086145 6.331122 0.41 0.34 0.22
H -32.297227 -32.225725 5.583792 -0.37 -0.52 0.34
H -25.326038 -29.145548 3.752159 0.04 -0.43 -0.07
O -25.527810 -29.415899 0.537971 -0.69 1.02 -0.89
C -30.522921 -30.328214 7.292741 -0.91 -2.92 0.23
H -28.735373 -32.038026 3.186503 0.33 0.19 -0.36
O -33.395581 -27.559031 4.350843 -0.26 0.06 0.94
C -25.198954 -27.096004 6.685397 0.22 0.35 2.22
C -29.704498 -30.571847 1.031257 2.39 -1.45 -5.98
H -27.521801 -30.853432 3.578892 -0.18 -0.16 -0.16
H -23.966716 -29.677688 5.396744 -0.12 0.03 -0.47
H -31.908796 -30.560989 4.473670 -0.20 0.50 0.28
H -33.706630 -25.749037 2.567801 0.05 -0.19 0.54
S -28.247212 -28.350129 4.086122 -1.08 -3.22 0.63
O -27.142670 -29.272831 4.113393 0.82 -0.65 0.43
H -25.755978 -32.755324 5.388519 0.56 0.86 0.00
H -30.878258 -28.490000 7.692207 0.23 0.19 -0.25
O -28.611234 -23.513113 1.037614 0.05 -1.15 0.04
O -31.178822 -30.824481 8.170603 -1.61 -0.53 2.54
N -30.167256 -30.541836 2.210759 -1.26 1.12 4.76
C -32.595925 -26.700996 4.008972 -0.73 -2.14 -1.24
H -28.621616 -25.809301 8.258738 0.15 -0.43 -0.28
O -27.952479 -27.244418 4.920070 0.55 3.56 1.93
H -26.154508 -31.176771 4.547275 0.91 -0.33 0.78
H -30.016583 -28.792238 6.187268 0.00 0.29 -0.04
H -29.451724 -30.658116 5.645868 0.02 -0.52 -0.26
H -26.771110 -26.514096 0.783387 0.11 -0.39 -0.07
H -29.233548 -26.629426 1.178154 -0.04 -0.12 -0.23
N -28.981455 -24.769508 5.547000 -0.27 0.02 -12.68
H -33.634532 -33.327147 5.269157 0.15 0.43 -0.18
H -24.383252 -27.909765 -1.043190 0.06 0.31 0.25
N -32.834144 -25.813493 3.072490 -2.73 3.80 -3.17
H -29.661840 -29.971367 2.873488 -1.08 -0.09 0.60
H -28.459270 -29.237571 1.541789 0.57 0.46 -0.84
H -28.514753 -25.583754 5.173787 -0.51 0.25 -1.12
H -24.882104 -25.735216 5.235184 -0.26 -0.37 -0.04
N -27.806559 -31.820561 3.518371 -4.75 0.73 -3.83
H -32.221975 -25.017036 2.967509 -0.30 -0.22 -0.09
O -24.288420 -26.994322 7.477232 2.17 0.32 0.48
H -30.785954 -27.334448 4.695697 -0.19 0.00 -0.06
H -27.105052 -27.939694 6.454672 0.59 0.07 0.06
C -28.592827 -24.711905 1.402150 -1.98 3.68 -3.90
O -34.815467 -31.507755 3.892620 0.35 0.35 0.76
C -33.721168 -31.429554 4.471399 -2.20 -1.02 -1.69
N -24.808901 -29.671557 3.062244 -3.64 0.35 0.62
N -27.976641 -25.135619 2.415877 2.84 -0.67 4.57
O -28.523919 -27.969517 2.743628 -0.55 2.20 -3.17
H -22.362560 -29.465662 4.858971 -0.23 -0.35 -0.08
N -30.292314 -29.077302 7.116142 0.29 4.63 0.72
C -23.572366 -29.932012 3.371555 0.78 2.34 -3.03
N -31.306766 -26.636855 4.183618 3.94 -0.71 2.43
H -28.007403 -26.130662 2.586351 0.44 -0.01 0.89
H -28.097937 -29.616152 -0.107483 -0.56 -1.09 0.17
N -28.725581 -29.692272 0.680142 0.13 1.72 2.02
O -29.485379 -28.958421 4.561542 -0.90 -0.97 0.68
N -30.004129 -31.102879 6.364989 1.47 -1.81 -2.63
H -26.388881 -26.734784 5.273769 0.26 0.93 -1.13
N -32.905171 -30.396133 4.461191 0.78 2.29 -0.58
```
Forces are in eV/Å.



This record from the OMol25 dataset describes 10 unconnected molecules or ions with the total composition C10H40O10 at a distorted geometry. The level of theory is the ωB97M-V functional and the def2-TZVPD basis.

- SMILES string = CO.CO.CO.CO.CO.CO.CO.CO.CO.CO
- 2S+1 = 1

Structure (XYZ):
```
60
Properties=species:S:1:pos:R:3:forces:R:3
H 0.278329 0.446891 -0.688144 0.23 0.08 0.05
O -0.931763 -1.095958 -0.082851 0.47 -0.47 -0.18
H 2.795585 4.347951 2.054821 0.47 -0.30 -0.14
O 5.090862 0.446522 2.349316 -0.30 -0.23 0.08
O 0.596418 2.708162 -1.554631 -0.85 0.21 -0.44
H 2.124357 4.973747 0.555713 0.19 0.25 0.06
H 3.057543 0.948944 2.066163 0.15 0.20 0.40
C 0.353141 -0.461251 -0.089032 -0.65 0.58 0.05
O 0.045773 1.444772 3.100548 -0.82 0.71 0.26
H 2.175610 -3.291019 -1.193180 -0.05 -0.01 0.24
O -2.037987 1.352980 1.256534 -0.39 0.21 -0.25
C -1.942735 -4.164783 -1.437579 0.64 2.07 -0.77
H -1.584158 -0.491836 0.287081 0.08 0.27 0.11
C -0.263586 2.492162 4.048505 2.10 -0.23 0.41
H 0.648719 -0.194316 0.927232 0.15 -0.04 0.05
H -1.283094 1.229796 1.855532 -0.11 0.19 0.36
H 3.470106 -5.517657 -0.520084 -0.09 0.08 -0.19
C 3.823400 0.231199 1.755818 -0.78 0.53 -0.46
H -0.808037 2.113466 4.910095 -0.76 0.04 -0.56
H -0.563179 3.423473 3.569360 -0.90 -0.26 0.04
H 3.319851 3.710518 0.370797 0.47 0.02 0.57
H -1.019920 3.594909 -0.594592 0.39 0.04 0.18
C -4.941474 -0.771728 -0.349085 -1.00 -0.05 1.30
H -2.985898 2.314195 2.875660 0.16 -0.17 0.07
H 5.031884 0.100035 3.243723 0.18 0.07 0.05
C 2.538990 4.082057 1.032984 -1.52 -0.10 -0.68
H -1.287413 3.456455 -2.283757 0.30 -0.51 -0.25
O 1.468929 3.112093 1.085959 0.28 0.07 0.50
C -2.932044 2.333913 1.785748 0.00 -0.40 0.19
H -2.060537 -5.219066 -1.672593 0.29 -0.08 0.53
H -3.937196 2.109398 1.430038 0.05 0.02 -0.18
H -2.849557 -3.702861 -1.043404 -0.08 -0.49 0.57
O 0.344874 -3.034316 -4.783608 -0.46 -0.21 -0.86
H -5.485974 -0.692162 0.596998 0.15 0.67 0.16
H 0.470403 1.951786 2.396250 0.62 -0.13 -0.39
H 3.378163 -0.749436 1.932517 0.40 -0.24 -0.05
H 1.240714 2.892066 0.174814 0.01 -0.15 -0.16
O -0.753094 -3.815201 -0.713851 -0.34 -1.28 0.24
H 0.691988 2.773295 4.506758 0.13 0.06 0.08
H -0.245590 -1.592627 -3.399752 0.01 0.04 0.02
H -2.676384 3.358109 1.506410 0.17 -0.02 -0.24
H -3.893342 -0.617722 -0.099143 0.05 -0.16 -0.45
H -0.605365 -3.158669 -4.842725 0.04 -0.22 -0.14
C 3.153225 -3.755200 -1.344643 -0.86 0.07 -0.55
H -0.120319 4.637476 -1.761142 -0.04 0.12 0.28
H 0.700335 2.460765 -2.477700 0.39 -0.24 0.10
H -1.829814 -3.616684 -2.380225 -0.24 -0.39 -0.53
C 0.579221 -2.265160 -3.643521 0.67 0.15 0.90
H 1.118541 -1.098666 -0.528208 -0.30 -0.33 0.03
H -0.862248 -2.939356 -0.321623 -0.26 0.15 -0.10
H 3.897621 0.415756 0.683733 0.32 -0.32 -0.04
O -5.195770 -2.089191 -0.777826 0.58 -0.51 -0.78
C -0.498888 3.636022 -1.550248 -0.27 0.48 0.09
H -6.110894 -2.310002 -0.597185 -0.02 0.07 -0.01
H 0.778455 -2.919375 -2.791748 -0.25 0.12 0.19
H 3.868041 -2.941311 -1.473056 0.30 -0.22 0.10
H 3.042315 -4.310173 -2.278136 0.28 0.04 -0.10
O 3.467532 -4.594807 -0.263617 0.42 0.04 0.57
H 1.489086 -1.681712 -3.800391 -0.08 0.14 -0.10
H -5.333736 -0.006661 -1.021810 0.26 -0.02 -0.22
```
Forces are in eV/Å.



This record from the OMol25 dataset describes 10 unconnected molecules or ions with the total composition C10H40O10. The level of theory is the ωB97M-V functional and the def2-TZVPD basis.

- SMILES string = CO.CO.CO.CO.CO.CO.CO.CO.CO.CO
- 2S+1 = 1

Structure (XYZ):
```
60
Properties=species:S:1:pos:R:3:forces:R:3
O -0.902258 0.557085 -0.535696 0.29 -0.31 -0.04
H 2.371632 -1.525879 -2.171987 -0.05 -0.08 -0.11
C -4.937767 2.618124 2.750246 -0.33 0.28 -0.10
C 3.007288 -1.402049 -3.051466 0.13 0.29 0.17
H -1.773892 2.875158 0.861889 0.01 -0.05 -0.01
C 1.336692 3.320818 -0.314027 -0.16 -0.20 0.55
C 3.601943 -0.748719 0.961442 0.02 0.16 0.20
H 1.971204 -5.241512 -1.088977 -0.01 0.18 0.28
O 3.835817 -0.427926 2.325550 0.03 -0.04 -0.19
C -0.107652 -0.605492 -0.770467 0.11 0.20 -0.14
H -4.912488 3.191641 3.675147 0.06 -0.06 0.07
H 1.133210 0.490093 3.792021 0.04 -0.01 -0.06
H -3.204735 2.478828 -0.100542 -0.03 -0.03 -0.02
H -3.805562 1.265923 1.917158 0.06 -0.07 0.06
H 2.845152 -0.404613 -3.473603 0.01 -0.03 0.02
H -1.654707 0.294434 0.010144 -0.25 0.06 -0.08
O 2.186340 1.918302 2.676853 -0.15 -0.13 0.08
H -1.590212 -0.643253 2.309648 -0.09 0.08 -0.04
H -3.108605 -1.366159 2.821738 -0.08 -0.06 -0.06
H -1.903957 3.423721 -0.832964 0.05 0.01 0.03
H -0.681827 -1.434770 -1.191025 -0.12 0.03 0.14
H 0.408667 -0.925239 0.138933 -0.06 -0.09 0.00
H -4.833672 3.327881 1.923884 0.02 -0.08 0.04
C -1.066608 -2.685456 -4.322040 0.24 0.13 -0.09
O 4.378767 -1.610304 -2.710342 -0.23 -0.04 -0.16
H -0.914317 -2.775158 -5.401106 -0.08 0.00 0.02
H 1.710117 4.283209 -0.655628 0.07 0.03 -0.03
H -2.081893 -2.159436 1.569935 -0.17 -0.03 0.00
H 3.375029 0.404098 2.497754 0.05 0.09 0.09
O -2.266653 -3.328211 -3.925451 -0.10 -0.08 0.13
O -3.881141 1.680390 2.784125 0.14 -0.10 0.05
H -1.139529 -1.627346 -4.066062 0.02 -0.01 -0.03
O -3.156098 4.413420 0.530269 0.14 -0.23 -0.06
C 0.979450 1.214781 2.987422 0.00 0.13 0.12
H 0.181115 1.898290 3.285475 0.00 0.00 -0.10
H -0.179993 -3.094814 -3.830911 -0.08 0.00 0.09
C 2.533080 -4.306606 -0.922716 -0.34 -0.73 -0.51
H 2.150183 2.742619 0.140674 0.08 0.09 -0.17
O 1.671027 -3.231111 -0.577880 0.04 -0.17 0.11
H 2.349166 2.568033 3.366485 0.06 -0.03 0.01
H 0.652848 -0.346627 -1.505523 -0.02 0.11 0.07
H 4.383383 -1.429921 0.627003 -0.02 -0.07 0.03
H 2.987297 -4.105136 -1.890261 0.23 0.38 0.18
H 0.104006 2.014313 -1.034197 -0.08 -0.12 -0.06
H 3.290954 -4.494871 -0.163007 0.15 0.14 -0.06
H 2.725966 -2.127807 -3.810372 0.10 -0.14 0.03
H -3.840388 -0.918353 0.598972 0.02 -0.01 -0.08
H 4.615702 -0.934537 -2.069807 0.07 -0.01 0.03
H -2.528739 4.997620 0.963812 0.01 0.01 -0.06
H 1.363377 -3.417718 0.313951 -0.11 0.15 0.00
H 0.614730 3.489761 0.500747 0.07 0.15 -0.15
H 3.635607 0.147286 0.330557 -0.04 -0.04 -0.02
O -3.088225 -0.429911 0.946191 0.04 -0.08 0.12
H 0.676504 0.690560 2.083512 -0.01 0.01 -0.04
H -5.920377 2.132686 2.686391 0.09 -0.01 0.00
H 2.632348 -1.235462 0.832636 0.02 -0.03 -0.13
C -2.454510 -1.211316 1.964620 0.27 0.11 0.11
C -2.454689 3.243527 0.092298 -0.16 0.30 0.06
H -2.054762 -4.136652 -3.455207 0.02 -0.02 -0.07
O 0.736653 2.649742 -1.396198 0.03 0.08 -0.18
```
Forces are in eV/Å.



HOMO-LUMO gap / eV: 8.48, 9.51, 9.80
Relative energy (zero: lowest compared OMol25 entry of this formula, charge and spin) / kJ/mol: 834.9, 406.3, 347.5